No. 1
Computed, not measured: a single C21H24N2O3 molecule, with ωB97M-V/def2-TZVPD.

Last columns: bonded neighbours and bond lengths (Å).
Positions of all 50 atoms, in Å:
1 C 4.60 -2.22 -2.92  O2 1.407, H27 1.089, H28 1.095, H29 1.095
2 O 4.16 -3.11 -1.93  C1 1.407, C3 1.358
3 C 3.13 -2.74 -1.13  O2 1.358, C4 1.392, C26 1.397
4 C 2.46 -1.53 -1.20  C3 1.392, C5 1.383, H30 1.079
5 C 1.41 -1.26 -0.34  C4 1.383, C6 1.389, H31 1.080
6 C 1.01 -2.19 0.61  C5 1.389, C7 1.488, C25 1.394
7 C -0.07 -1.91 1.59  C6 1.488, O8 1.214, N9 1.366
8 O 0.06 -2.13 2.78  C7 1.214
9 N -1.20 -1.32 1.11  C7 1.366, C10 1.397, H32 1.015
10 C -1.63 -1.17 -0.21  N9 1.397, C11 1.392, C15 1.400
11 C -1.40 -2.13 -1.19  C10 1.392, C12 1.382, H33 1.079
12 C -1.87 -1.94 -2.47  C11 1.382, C13 1.386, H34 1.080
13 C -2.59 -0.80 -2.80  C12 1.386, C14 1.384, H35 1.079
14 C -2.83 0.16 -1.83  C13 1.384, C15 1.388, H36 1.080
15 C -2.35 -0.01 -0.54  C10 1.400, C14 1.388, C16 1.502
16 C -2.67 0.97 0.55  C15 1.502, O17 1.221, N18 1.348
17 O -3.48 0.69 1.41  C16 1.221
18 N -2.01 2.15 0.52  C16 1.348, C19 1.442, C24 1.451
19 C -0.96 2.47 -0.42  N18 1.442, C20 1.537, H37 1.092, H38 1.098
20 C 0.34 2.91 0.27  C19 1.537, C21 1.531, H39 1.092, H40 1.092
21 C 0.61 2.19 1.60  C20 1.531, C22 1.530, H41 1.092, H42 1.092
22 C -0.03 2.89 2.79  C21 1.530, C23 1.526, H43 1.092, H44 1.093
23 C -1.55 2.71 2.87  C22 1.526, C24 1.530, H45 1.091, H46 1.091
24 C -2.28 3.09 1.59  N18 1.451, C23 1.530, H47 1.091, H48 1.094
25 C 1.71 -3.40 0.71  C6 1.394, C26 1.376, H49 1.079
26 C 2.75 -3.67 -0.16  C3 1.397, C25 1.376, H50 1.078
27 H 5.42 -2.73 -3.44  C1 1.089
28 H 4.97 -1.29 -2.49  C1 1.095
29 H 3.81 -1.99 -3.65  C1 1.095
30 H 2.74 -0.78 -1.93  C4 1.079
31 H 0.91 -0.31 -0.40  C5 1.080
32 H -1.85 -1.00 1.82  N9 1.015
33 H -0.87 -3.03 -0.93  C11 1.079
34 H -1.69 -2.70 -3.22  C12 1.080
35 H -2.96 -0.66 -3.80  C13 1.079
36 H -3.40 1.04 -2.07  C14 1.080
37 H -0.77 1.58 -1.02  C19 1.092
38 H -1.30 3.27 -1.09  C19 1.098
39 H 0.32 3.98 0.46  C20 1.092
40 H 1.16 2.72 -0.43  C20 1.092
41 H 1.69 2.16 1.76  C21 1.092
42 H 0.27 1.15 1.54  C21 1.092
43 H 0.40 2.49 3.71  C22 1.092
44 H 0.21 3.95 2.75  C22 1.093
45 H -1.79 1.67 3.10  C23 1.091
46 H -1.93 3.33 3.69  C23 1.091
47 H -2.00 4.09 1.25  C24 1.091
48 H -3.36 3.07 1.78  C24 1.094
49 H 1.43 -4.11 1.46  C25 1.079
50 H 3.29 -4.61 -0.11  C26 1.078

Properties
SMILES string: COc1ccc(C(=O)Nc2ccccc2C(=O)N2CCCCCC2)cc1
lowest unoccupied orbital energy: 0.550 eV
HOMO energy: -8.56 eV
relative energy (zero: lowest compared OMol25 entry of this formula, charge and spin): 20.17 kcal per mole


No. 2
Computed, not measured: 2 unconnected molecules or ions with the total composition C21H24N2O3 at a distorted geometry, with ωB97M-V/def2-TZVPD.

Last columns: bonded neighbours and bond lengths (Å).
Positions of all 50 atoms, in Å:
1 O 0.27 2.50 3.61  C2 1.246
2 C 1.25 2.96 3.00  O1 1.246, O3 1.245, C4 1.577
3 O 2.46 3.16 3.24  C2 1.245
4 C 0.91 3.25 1.48  C2 1.577, C5 1.541, N12 1.463, H22 1.096
5 C 1.78 4.34 0.82  C4 1.541, C6 1.490, H23 1.101, H24 1.095
6 C 2.85 3.57 0.13  C5 1.490, C7 1.409, C11 1.391
7 C 2.53 2.20 0.15  C6 1.409, C8 1.391, N12 1.390
8 C 3.36 1.25 -0.43  C7 1.391, C9 1.397, H25 1.085
9 C 4.58 1.68 -0.96  C8 1.397, C10 1.404, H26 1.089
10 C 4.87 3.04 -1.05  C9 1.404, C11 1.399, H27 1.090
11 C 4.00 4.00 -0.52  C6 1.391, C10 1.399, H28 1.091
12 N 1.37 1.99 0.90  C4 1.463, C7 1.390, C13 1.355
13 C 0.76 0.81 1.18  N12 1.355, C14 1.382, H29 1.093
14 C 1.35 -0.43 1.15  C13 1.382, C15 1.417, H30 1.096
15 C 0.65 -1.63 0.88  C14 1.417, C16 1.462, H31 1.093
16 C 1.46 -2.81 0.58  C15 1.462, C17 1.407, C21 1.410
17 C 0.98 -3.83 -0.26  C16 1.407, C18 1.394, H32 1.090
18 C 1.77 -4.95 -0.53  C17 1.394, C19 1.405, H33 1.093
19 C 3.04 -5.07 0.07  C18 1.405, C20 1.403, H34 1.095
20 C 3.52 -4.06 0.90  C19 1.403, C21 1.395, H35 1.095
21 C 2.70 -2.98 1.22  C16 1.410, C20 1.395, H36 1.091
22 H -0.17 3.41 1.39  C4 1.096
23 H 1.16 4.87 0.08  C5 1.101
24 H 2.16 5.06 1.55  C5 1.095
25 H 3.05 0.21 -0.46  C8 1.085
26 H 5.31 0.95 -1.31  C9 1.089
27 H 5.79 3.37 -1.54  C10 1.090
28 H 4.21 5.07 -0.58  C11 1.091
29 H -0.27 0.91 1.54  C13 1.093
30 H 2.42 -0.49 1.38  C14 1.096
31 H -0.31 -1.52 0.37  C15 1.093
32 H -0.02 -3.75 -0.69  C17 1.090
33 H 1.41 -5.72 -1.21  C18 1.093
34 H 3.67 -5.94 -0.15  C19 1.095
35 H 4.54 -4.10 1.32  C20 1.095
36 H 3.02 -2.28 2.00  C21 1.091
37 C -4.19 -3.12 3.16  C38 1.512, H42 1.099, H43 1.101, H44 1.094
38 C -2.97 -2.93 2.28  C37 1.512, O39 1.435, C40 1.518, H45 1.104
39 O -3.32 -1.93 1.31  C38 1.435, H46 0.969
40 C -1.84 -2.46 3.18  C38 1.518, N41 1.478, H47 1.098, H48 1.105
41 N -0.53 -2.44 2.49  C40 1.478, H49 1.022, H50 1.021
42 H -3.99 -3.84 3.96  C37 1.099
43 H -4.48 -2.16 3.62  C37 1.101
44 H -5.05 -3.48 2.59  C37 1.094
45 H -2.68 -3.87 1.79  C38 1.104
46 H -2.62 -1.89 0.64  O39 0.969
47 H -2.05 -1.44 3.53  C40 1.098
48 H -1.78 -3.12 4.05  C40 1.105
49 H 0.18 -2.14 3.16  N41 1.022
50 H -0.28 -3.40 2.26  N41 1.021

Properties
lowest unoccupied orbital energy: -1.265 eV
HOMO energy: -7.39 eV
relative energy (zero: lowest compared OMol25 entry of this formula, charge and spin): 104.93 kcal per mole


No. 3
Computed, not measured: a single C21H24N2O4S molecule, with ωB97M-V/def2-TZVPD.

Last columns: bonded neighbours and bond lengths (Å).
Positions of all 52 atoms, in Å:
1 C 4.96 1.75 6.05  C2 1.523, H29 1.087, H30 1.088, H31 1.088
2 C 4.08 1.10 4.99  C1 1.523, C3 1.527, H32 1.093, H33 1.091
3 C 3.19 2.13 4.28  C2 1.527, C4 1.525, H34 1.091, H35 1.092
4 C 2.28 1.47 3.25  C3 1.525, O5 1.412, H36 1.100, H37 1.100
5 O 1.36 0.65 3.95  C4 1.412, C6 1.364
6 C 0.44 -0.05 3.23  O5 1.364, C7 1.397, C28 1.387
7 C -0.42 -0.86 3.97  C6 1.397, C8 1.375, H38 1.078
8 C -1.39 -1.61 3.34  C7 1.375, C9 1.396, H39 1.078
9 C -1.52 -1.58 1.95  C8 1.396, O10 1.375, C27 1.386
10 O -2.51 -2.39 1.44  C9 1.375, C11 1.404
11 C -2.74 -2.40 0.05  O10 1.404, C12 1.529, H40 1.096, H41 1.095
12 C -3.53 -1.17 -0.40  C11 1.529, S13 1.814, H42 1.090, H43 1.089
13 S -3.88 -1.21 -2.17  C12 1.814, C14 1.739
14 C -2.31 -0.81 -2.79  S13 1.739, N15 1.303, N22 1.367
15 N -1.26 -0.58 -2.04  C14 1.303, C16 1.374
16 C -0.25 -0.29 -2.92  N15 1.374, C17 1.389, C21 1.413
17 C 1.08 0.03 -2.68  C16 1.389, C18 1.380, H44 1.078
18 C 1.88 0.29 -3.78  C17 1.380, C19 1.395, H45 1.080
19 C 1.39 0.22 -5.08  C18 1.395, C20 1.382, H46 1.080
20 C 0.07 -0.10 -5.34  C19 1.382, C21 1.383, H47 1.080
21 C -0.74 -0.36 -4.25  C16 1.413, C20 1.383, N22 1.379
22 N -2.07 -0.71 -4.13  C14 1.367, C21 1.379, C23 1.429
23 C -3.01 -0.83 -5.19  N22 1.429, C24 1.526, H48 1.096, H49 1.095
24 C -3.46 0.53 -5.74  C23 1.526, O25 1.198, O26 1.331
25 O -3.94 0.69 -6.82  C24 1.198
26 O -3.27 1.50 -4.85  C24 1.331, H50 0.970
27 C -0.67 -0.78 1.21  C9 1.386, C28 1.388, H51 1.079
28 C 0.31 -0.03 1.85  C6 1.387, C27 1.388, H52 1.079
29 H 5.58 1.01 6.54  C1 1.087
30 H 5.61 2.50 5.60  C1 1.088
31 H 4.35 2.24 6.80  C1 1.088
32 H 4.70 0.59 4.25  C2 1.093
33 H 3.43 0.35 5.46  C2 1.091
34 H 2.58 2.64 5.02  C3 1.091
35 H 3.82 2.87 3.77  C3 1.092
36 H 2.87 0.87 2.55  C4 1.100
37 H 1.74 2.25 2.69  C4 1.100
38 H -0.32 -0.88 5.04  C7 1.078
39 H -2.06 -2.24 3.91  C8 1.078
40 H -1.80 -2.47 -0.51  C11 1.096
41 H -3.33 -3.30 -0.13  C11 1.095
42 H -4.50 -1.13 0.10  C12 1.090
43 H -2.97 -0.25 -0.20  C12 1.089
44 H 1.46 0.08 -1.67  C17 1.078
45 H 2.92 0.54 -3.63  C18 1.080
46 H 2.05 0.43 -5.91  C19 1.080
47 H -0.31 -0.15 -6.35  C20 1.080
48 H -3.91 -1.35 -4.83  C23 1.096
49 H -2.59 -1.41 -6.02  C23 1.095
50 H -3.57 2.36 -5.21  O26 0.970
51 H -0.73 -0.72 0.13  C27 1.079
52 H 0.95 0.59 1.24  C28 1.079

Properties
SMILES string: CCCCOc1ccc(OCCSc2nc3ccccc3n2CC(=O)O)cc1
lowest unoccupied orbital energy: 0.435 eV
HOMO energy: -7.74 eV
relative energy (zero: lowest compared OMol25 entry of this formula, charge and spin): 18.01 kcal per mole